{"formula": "C60H51ClF5GeN3O3PReS", "method": "the ωB97M-V functional and the def2-TZVPD basis", "elements": ["Re", "F", "C", "C", "F", "C", "F", "C", "S", "C", "F", "C", "F", "O", "C", "O", "C", "C", "C", "C", "C", "C", "P", "C", "C", "C", "C", "C", "C", "C", "C", "C", "C", "C", "C", "H", "H", "H", "H", "H", "H", "H", "H", "H", "H", "H", "H", "H", "H", "C", "Ge", "C", "C", "C", "C", "C", "C", "C", "C", "C", "C", "C", "C", "C", "C", "C", "C", "C", "C", "H", "H", "H", "H", "H", "H", "H", "H", "H", "H", "H", "H", "H", "H", "H", "C", "C", "C", "C", "C", "O", "C", "C", "C", "C", "C", "C", "Cl", "C", "C", "C", "N", "C", "N", "C", "N", "H", "H", "H", "H", "H", "H", "H", "H", "H", "H", "H", "H", "H", "H", "H", "H", "H", "H", "H", "H", "H", "H"], "positions_angstrom": [[-0.350, 0.086, -0.578], [3.336, 0.610, 5.718], [2.312, 0.474, 4.865], [2.533, 0.295, 3.513], [3.787, 0.279, 3.034], [1.465, 0.147, 2.653], [1.754, -0.013, 1.355], [0.124, 0.174, 3.069], [-1.224, -0.036, 2.016], [-0.053, 0.376, 4.445], [-1.289, 0.448, 4.952], [1.006, 0.515, 5.320], [0.779, 0.699, 6.630], [0.464, -3.619, 1.224], [-0.256, -3.174, 0.354], [-0.026, -2.120, -0.370], [-1.579, -3.798, -0.004], [-2.042, -4.948, 0.617], [-3.313, -5.416, 0.333], [-4.128, -4.717, -0.551], [-3.673, -3.571, -1.179], [-2.377, -3.119, -0.939], [-1.665, -1.627, -1.682], [-3.046, -1.032, -2.786], [-3.380, -1.608, -4.009], [-4.383, -1.056, -4.794], [-5.060, 0.077, -4.363], [-4.737, 0.657, -3.145], [-3.731, 0.105, -2.364], [-0.581, -2.240, -3.041], [-0.287, -3.582, -3.251], [0.570, -3.950, -4.283], [1.121, -2.984, -5.110], [0.815, -1.643, -4.914], [-0.031, -1.273, -3.881], [-1.388, -5.455, 1.315], [-3.682, -6.318, 0.804], [-5.131, -5.073, -0.752], [-4.317, -3.030, -1.861], [-2.849, -2.488, -4.356], [-4.640, -1.513, -5.742], [-5.840, 0.506, -4.980], [-5.267, 1.538, -2.805], [-3.441, 0.555, -1.419], [-0.712, -4.341, -2.606], [0.809, -4.995, -4.443], [1.790, -3.278, -5.909], [1.244, -0.883, -5.555], [-0.258, -0.230, -3.684], [-0.143, 1.884, -0.852], [0.030, 3.789, -0.973], [-1.091, 4.519, -2.427], [-2.247, 3.822, -2.772], [-3.135, 4.345, -3.700], [-2.873, 5.572, -4.296], [-1.717, 6.268, -3.971], [-0.833, 5.742, -3.039], [1.924, 4.225, -1.331], [2.829, 4.592, -0.339], [4.180, 4.725, -0.632], [4.651, 4.465, -1.910], [3.757, 4.102, -2.910], [2.405, 3.993, -2.620], [-0.743, 4.468, 0.707], [-1.673, 3.645, 1.340], [-2.346, 4.082, 2.471], [-2.098, 5.349, 2.981], [-1.171, 6.174, 2.361], [-0.499, 5.737, 1.228], [-2.434, 2.860, -2.305], [-4.036, 3.802, -3.956], [-3.572, 5.989, -5.011], [-1.511, 7.225, -4.435], [0.070, 6.287, -2.780], [2.472, 4.776, 0.669], [4.872, 5.035, 0.141], [5.710, 4.533, -2.127], [4.115, 3.903, -3.913], [1.703, 3.713, -3.399], [-1.842, 2.649, 0.951], [-3.060, 3.430, 2.958], [-2.622, 5.691, 3.865], [-0.978, 7.164, 2.758], [0.226, 6.384, 0.744], [6.550, -1.922, -0.633], [7.380, -0.710, -1.072], [8.685, -0.709, -0.256], [7.751, -0.905, -2.551], [6.644, 0.665, -0.881], [7.533, 1.719, -1.267], [6.133, 0.867, 0.578], [6.977, 1.822, 1.435], [6.440, 1.920, 2.841], [6.826, 1.002, 3.812], [6.372, 1.103, 5.117], [5.519, 2.137, 5.463], [4.992, 2.306, 7.105], [5.100, 3.050, 4.510], [5.563, 2.933, 3.209], [5.489, 0.939, -1.884], [4.246, 0.229, -1.728], [3.111, 0.670, -1.166], [2.156, -0.211, -1.344], [2.751, -1.200, -2.052], [4.014, -0.963, -2.324], [7.120, -2.829, -0.846], [5.618, -1.979, -1.182], [6.328, -1.916, 0.434], [9.120, -1.709, -0.273], [8.508, -0.444, 0.787], [9.429, -0.031, -0.683], [8.514, -1.681, -2.636], [8.151, 0.015, -2.979], [6.883, -1.224, -3.130], [8.338, 1.645, -0.747], [6.078, -0.091, 1.092], [5.117, 1.267, 0.550], [6.982, 2.811, 0.975], [8.008, 1.465, 1.496], [7.500, 0.193, 3.552], [6.684, 0.390, 5.869], [4.425, 3.848, 4.788], [5.238, 3.649, 2.467], [5.855, 0.763, -2.893], [5.271, 2.001, -1.778], [3.008, 1.609, -0.646], [2.247, -2.099, -2.369]], "atomic_forces_ev_per_a": [[1.8, 2.3, 2.0], [-0.3, -0.3, -0.1], [-0.1, 0.0, -0.1], [0.0, 0.1, 0.0], [0.0, -0.1, 0.0], [-0.5, 0.1, 0.2], [0.2, -0.1, 0.0], [0.8, 0.1, 0.1], [-0.3, -0.1, -1.6], [0.1, 0.0, -0.3], [-0.1, 0.0, 0.1], [0.1, 0.0, 0.1], [0.0, 0.0, 0.0], [0.0, -0.1, -0.1], [0.0, 0.0, 0.3], [0.7, -0.1, 0.1], [-0.3, 0.2, -0.2], [0.1, 0.0, 0.0], [-0.1, 0.0, -0.1], [-0.1, -0.2, 0.1], [0.3, 0.1, -0.1], [0.0, -0.2, 0.6], [-0.2, 1.6, -1.4], [0.1, -0.1, 0.3], [-0.1, 0.0, 0.0], [0.0, -0.1, 0.0], [-0.1, 0.0, 0.0], [0.0, 0.0, 0.0], [0.0, -0.1, 0.0], [-0.2, -0.3, 0.1], [0.1, 0.1, -0.1], [0.0, 0.0, 0.0], [0.1, -0.1, -0.1], [-0.1, 0.1, 0.0], [0.0, -0.1, 0.0], [0.0, 0.0, 0.1], [0.0, 0.0, 0.0], [0.0, 0.0, 0.0], [0.0, 0.0, 0.0], [0.0, 0.0, 0.0], [0.0, 0.0, 0.0], [0.0, 0.0, 0.0], [0.0, 0.0, 0.0], [0.0, 0.0, 0.0], [0.0, 0.0, 0.0], [0.0, 0.0, 0.0], [0.0, 0.0, 0.0], [0.0, 0.0, 0.0], [0.0, 0.0, -0.1], [-1.3, -2.9, -0.1], [-0.1, -0.3, 0.1], [0.2, -0.2, 0.2], [0.1, 0.0, 0.0], [-0.1, 0.0, 0.0], [0.0, 0.0, 0.0], [0.0, 0.0, 0.0], [0.1, 0.0, 0.1], [-0.3, 0.0, 0.1], [-0.1, 0.0, 0.0], [0.1, 0.0, 0.1], [0.0, 0.1, 0.0], [0.0, 0.0, 0.0], [-0.1, 0.0, 0.0], [0.2, 0.1, -0.3], [0.1, 0.0, 0.0], [0.0, 0.1, 0.1], [0.0, 0.0, 0.0], [0.0, 0.1, 0.0], [0.1, -0.1, -0.1], [-0.1, 0.0, -0.1], [0.0, 0.0, 0.0], [0.0, 0.0, 0.0], [0.0, 0.0, 0.0], [0.0, 0.1, 0.0], [0.0, 0.0, 0.0], [0.1, 0.0, 0.1], [0.0, 0.0, 0.0], [0.0, 0.0, 0.0], [0.1, 0.0, 0.0], [0.0, -0.1, 0.1], [0.0, 0.0, 0.0], [0.0, 0.0, 0.0], [0.0, 0.0, 0.0], [0.0, 0.1, 0.0], [0.0, 0.1, 0.1], [0.0, 0.0, -0.2], [-0.2, 0.1, 0.0], [-0.1, 0.0, 0.1], [-0.3, -0.3, 0.2], [0.0, 0.1, -0.1], [0.2, 0.1, -0.2], [-0.2, -0.1, 0.0], [0.1, 0.1, 0.0], [0.0, 0.0, 0.0], [0.0, 0.0, 0.1], [0.2, 0.1, -0.2], [0.2, 0.2, 0.2], [0.0, 0.0, 0.1], [0.0, -0.1, 0.0], [0.5, 0.0, 0.1], [-0.3, 0.1, 0.1], [0.0, 0.1, 0.1], [-1.2, -0.1, 0.0], [0.2, 0.0, 0.0], [0.0, -0.2, -0.1], [0.0, 0.0, 0.0], [-0.1, -0.1, 0.0], [0.0, -0.1, 0.0], [0.0, 0.0, 0.0], [0.0, -0.1, 0.0], [0.0, 0.0, 0.1], [0.0, 0.0, 0.0], [0.0, 0.0, 0.0], [0.0, 0.0, 0.0], [0.0, 0.0, 0.0], [-0.1, 0.0, 0.0], [0.0, -0.1, 0.1], [0.1, 0.0, 0.0], [0.0, 0.1, -0.1], [0.0, 0.0, 0.0], [0.0, 0.0, 0.0], [0.0, 0.0, 0.0], [0.0, 0.1, -0.1], [-0.1, 0.0, 0.0], [0.0, -0.1, 0.0], [0.0, 0.0, -0.1], [-0.1, 0.0, 0.0]], "s_squared": 0.815, "spin_multiplicity": 2, "e_tot_ev": -178540.8244, "relative_energy_ev": 1.974, "orbital_gap_ha": [0.227, 0.216], "homo_energy_ev": [-4.13, -3.84], "max_force_ev_per_a": 3.492, "total_charge": -1}